C28H48N3O7P | wB97M-V/def2-TZVPD

```
! RIJCOSX wB97M-V def2-TZVPD def2/J DEFGRID3
* xyz -2 1
C 0.13052 2.90630 4.90858
C -0.48902 3.96427 3.93752
C -0.17706 3.65215 2.41869
C 0.49584 4.87400 1.68514
C 1.95331 5.16360 2.15670
C 2.87231 3.90200 2.24063
C 2.79226 2.95942 0.98324
C 4.20316 2.69725 0.32001
C 4.10438 1.29299 -0.40715
C 3.31161 1.51043 -1.73187
C 2.56916 0.21347 -2.26199
N 1.20651 0.17883 -1.74728
C 0.26216 0.97657 -2.45216
O 0.69282 1.79215 -3.56804
C 0.39028 1.16299 -4.69535
N 0.48419 0.51649 -5.66005
C -1.05954 1.04312 -2.13184
C -1.54993 0.25415 -0.98713
C -2.97625 0.32823 -0.69456
O -3.79787 0.42665 -1.61560
O -3.51822 0.25926 0.61232
C -3.23186 1.43067 1.37122
C -0.53842 -0.59648 -0.22497
C -1.10204 -1.41526 0.94316
C -2.17934 -2.50116 0.56192
C -2.09356 -3.08375 -0.88882
C -3.48382 -3.80922 -1.17855
C -4.40673 -2.91534 -2.08830
N -5.07495 -3.72704 -3.17177
C 0.79179 -0.59965 -0.60310
C 1.80999 -1.44088 0.20553
C 1.89692 -0.89013 1.70222
C 1.50909 -2.99198 0.17925
C 2.91423 -3.70680 0.36198
H -0.46745 1.96776 4.85537
H 0.08688 3.24389 5.96344
H 1.15378 2.63690 4.57357
H -0.21903 5.01285 4.18023
H -1.59426 3.89519 4.07739
H -1.17089 3.54470 1.93240
H 0.41548 2.72365 2.29521
H 0.42994 4.63103 0.59993
H -0.19461 5.73268 1.85426
H 2.39024 5.88792 1.42777
H 1.90094 5.64484 3.15860
H 3.91914 4.27895 2.29852
H 2.63283 3.27787 3.12639
H 2.42921 1.96388 1.32591
H 2.06090 3.29611 0.22064
H 4.32753 3.46729 -0.47740
H 5.02874 2.71902 1.05780
H 3.64149 0.53195 0.24667
H 5.15917 0.97266 -0.57736
H 2.61530 2.37282 -1.67381
H 4.06310 1.78429 -2.51791
H 3.13767 -0.71208 -2.04970
H 2.58853 0.32492 -3.37347
H -1.76782 1.65958 -2.70704
H -3.17187 1.15076 2.45073
H -4.07223 2.15884 1.26691
H -2.27070 1.84529 1.00496
H -0.34602 -1.90957 1.57387
H -1.61882 -0.68006 1.61025
H -3.22177 -2.17633 0.74211
H -2.00285 -3.36847 1.24751
H -1.31285 -3.87515 -0.94745
H -1.98341 -2.32853 -1.68710
H -4.04226 -3.93255 -0.22120
H -3.31862 -4.80818 -1.63066
H -3.83916 -2.11750 -2.60680
H -5.17507 -2.39200 -1.47339
H -4.89795 -3.22297 -4.04079
H -6.07769 -3.63413 -3.00010
H 2.85263 -1.35477 -0.17196
H 1.30672 0.03953 1.79828
H 2.95616 -0.60776 1.92742
H 1.59586 -1.67830 2.42505
H 0.90235 -3.32798 1.03887
H 1.07078 -3.30757 -0.78551
H 3.54116 -3.65649 -0.54628
H 3.38582 -3.22152 1.24887
H 2.73354 -4.76127 0.67854
O -2.76887 -5.44573 -4.90002
P -2.85348 -6.70246 -4.03983
O -1.89820 -6.56832 -2.85636
O -2.46421 -7.93095 -4.86130
O -4.28772 -6.87183 -3.54156
*
```

Output
gap between HOMO and LUMO: 0.0790 Ha
E_tot: -2127.801715 a.u.
M: 569.680 g/mol
HOMO energy: -0.0019 Eh
relative energy (zero: lowest compared OMol25 entry of this formula, charge and spin): 187.5 kJ/mol

Here are the Mulliken charges for atoms 1 to 5, given in e: C -0.994; C -0.639; C 1.531; C -1.190; C -0.747

---

C2H5NO | wB97M-V/def2-TZVPD

```
! RIJCOSX wB97M-V def2-TZVPD def2/J DEFGRID3
* xyz 0 1
C -2.08091 0.08976 -0.07759
C 1.39734 0.01418 0.01216
N 0.18619 0.75784 0.01241
O -0.80609 -0.13189 0.03500
H -2.54416 -0.92450 0.07427
H -2.61151 1.15702 -0.09744
H 2.16508 0.51171 -0.52443
H 1.82876 -0.02944 1.01120
H 1.18056 -0.98122 -0.61424
*
```

Output
gap between HOMO and LUMO (spin up / spin down): 0.3081 / 0.3389 Ha
E_tot: -209.009655 a.u.
M: 59.068 g/mol
HOMO energy (spin up / spin down): -0.2897 / -0.3157 Eh
relative energy (zero: lowest compared OMol25 entry of this formula, charge and spin): 558.4 kJ/mol

Here are the natural (NBO) charges for atoms 1 to 5, given in e: C -0.070; C -0.476; N -0.167; O -0.265; H 0.183

---

C6H14O | wB97M-V/def2-TZVPD

```
! RIJCOSX wB97M-V def2-TZVPD def2/J DEFGRID3
* xyz 0 1
C -1.35008 1.28206 0.54645
C -0.59213 0.25199 0.21090
C 0.15106 -0.54323 1.26087
C 1.18203 0.30395 2.01900
C -0.55542 -0.26114 -1.21964
C -1.85900 -0.99290 -1.59989
H -1.39155 1.59434 1.59006
H -1.96551 1.83912 -0.13988
H 0.67945 -1.35965 0.78390
H -0.56992 -0.89242 1.99639
H 0.70457 1.04086 2.65629
H 1.88662 0.74663 1.31391
H 1.77362 -0.35169 2.66550
H 0.30517 -0.92698 -1.34675
H -0.27408 0.58176 -1.85506
H -1.67261 -1.93484 -2.09754
H -2.52961 -0.36555 -2.17850
H -2.39932 -1.23707 -0.68279
O 2.66398 0.77923 -1.33995
H 3.07385 0.35707 -0.57537
H 2.73888 0.08846 -2.00790
*
```

Output
gap between HOMO and LUMO: 0.3603 Ha
E_tot: -312.211261 a.u.
M: 102.177 g/mol
structure (SMILES): C=C(CC)CC.O
HOMO energy: -0.3325 Eh
relative energy (zero: lowest compared OMol25 entry of this formula, charge and spin): 114.9 kJ/mol

Here are the natural (NBO) charges for atoms 1 to 5, given in e: C -0.429; C 0.056; C -0.442; C -0.587; C -0.445

---

C22H66O11 | wB97M-V/def2-TZVPD

```
! RIJCOSX wB97M-V def2-TZVPD def2/J DEFGRID3
* xyz 0 1
C 28.46940 -17.66820 -7.81146
C 29.24787 -16.63412 -7.03381
O 29.63325 -15.57826 -7.83132
H 28.41652 -18.64198 -7.32457
H 28.83457 -17.89695 -8.81268
H 27.41924 -17.38727 -7.89094
H 30.19334 -16.97406 -6.61114
H 28.75075 -16.34212 -6.10876
H 30.06756 -14.95073 -7.24893
C 24.79622 -9.52030 -12.27255
C 25.15944 -10.94271 -12.06117
O 24.33300 -11.77808 -12.78794
H 23.80331 -9.28665 -11.88831
H 24.85182 -9.13531 -13.29077
H 25.47880 -8.93534 -11.65609
H 25.02616 -11.15658 -11.00071
H 26.19537 -11.09372 -12.36469
H 23.44302 -11.69222 -12.43843
C 27.34131 -18.14449 -13.86984
C 27.87389 -17.12390 -12.84222
O 27.15185 -17.16683 -11.65071
H 27.52063 -19.13804 -13.45900
H 27.83593 -18.02515 -14.83380
H 26.27879 -17.95260 -14.01930
H 27.79219 -16.14826 -13.32134
H 28.92235 -17.28325 -12.59031
H 27.39203 -16.46890 -11.03686
C 23.53747 -15.89644 -7.53174
C 22.59123 -14.80262 -7.10319
O 21.97299 -15.23293 -5.90612
H 23.95415 -15.63852 -8.50536
H 22.96011 -16.80225 -7.71680
H 24.25448 -16.04867 -6.72500
H 21.87587 -14.61865 -7.90476
H 23.04782 -13.81986 -6.98564
H 21.35291 -15.92828 -6.13765
C 30.00698 -12.22883 -7.27081
C 30.51992 -12.74155 -5.85933
O 30.54655 -14.14214 -5.79487
H 30.57479 -12.57179 -8.13571
H 30.12056 -11.14571 -7.31634
H 28.95725 -12.47910 -7.42426
H 29.96461 -12.31062 -5.02625
H 31.55087 -12.38776 -5.86820
H 30.97654 -14.37079 -4.96756
C 29.63125 -12.31713 -11.29702
C 30.89645 -11.67664 -11.87859
O 31.02284 -10.44678 -11.26829
H 29.65712 -12.40615 -10.21096
H 29.55084 -13.32723 -11.69870
H 28.75504 -11.69362 -11.47476
H 30.79408 -11.53841 -12.95494
H 31.80393 -12.23448 -11.64755
H 31.94714 -10.35112 -11.02719
C 26.08174 -14.28847 -10.53212
C 27.01184 -14.81013 -9.45419
O 28.19737 -15.20180 -10.08384
H 25.81777 -15.06327 -11.25192
H 26.45257 -13.43127 -11.09407
H 25.15789 -13.89778 -10.10552
H 26.57054 -15.63523 -8.89510
H 27.23805 -13.99017 -8.77258
H 28.80739 -15.52538 -9.41693
C 23.25717 -15.23949 -13.69335
C 23.96899 -14.93966 -15.00831
O 23.22489 -15.39883 -16.11047
H 22.36648 -14.61209 -13.65976
H 23.89288 -15.08921 -12.82076
H 22.98129 -16.29247 -13.63672
H 24.96290 -15.38471 -14.96159
H 24.11146 -13.86650 -15.13526
H 23.02403 -16.32648 -15.96656
C 21.77728 -12.70113 -10.79652
C 20.87568 -11.64648 -11.37978
O 21.68815 -10.86122 -12.29700
H 21.85211 -13.64929 -11.32895
H 21.30796 -13.04695 -9.87551
H 22.79564 -12.37625 -10.58321
H 20.40529 -11.01792 -10.62363
H 20.09074 -12.15568 -11.93897
H 21.06189 -10.26002 -12.70684
C 25.01768 -20.10952 -8.06309
C 25.34937 -19.04462 -9.16043
O 26.57892 -19.36299 -9.85177
H 24.00400 -20.03510 -7.66940
H 25.73567 -20.04034 -7.24589
H 25.04168 -21.14063 -8.41570
H 25.48274 -18.05628 -8.72055
H 24.69358 -19.02304 -10.03083
H 26.69624 -18.67394 -10.50984
C 32.23927 -14.90133 -10.05676
C 32.92660 -16.22633 -10.51148
O 33.74507 -16.14268 -11.61964
H 32.98396 -14.11989 -9.90554
H 31.71612 -15.04845 -9.11189
H 31.56697 -14.57405 -10.84986
H 32.19968 -16.98403 -10.80399
H 33.43808 -16.64384 -9.64420
H 34.24203 -16.95460 -11.74380
*
```

Output
gap between HOMO and LUMO: 0.3596 Ha
E_tot: -1705.283003 a.u.
M: 506.759 g/mol
structure (SMILES): CCO.CCO.CCO.CCO.CCO.CCO.CCO.CCO.CCO.CCO.CCO
HOMO energy: -0.3485 Eh
relative energy (zero: lowest compared OMol25 entry of this formula, charge and spin): 350.1 kJ/mol

Here are the Mulliken charges for atoms 1 to 5, given in e: C -0.750; C -0.365; O -0.484; H 0.544; H 0.200

---

C23H30GeNaO3S3 | wB97M-V/def2-TZVPD

```
! RIJCOSX wB97M-V def2-TZVPD def2/J DEFGRID3
* xyz -1 1
Na 1.16720 -2.34333 -2.38242
O 1.05534 -1.41960 -0.45820
C 0.46070 -2.33430 0.48154
C -0.42314 -3.37451 -0.30286
O -1.07354 -4.10785 0.44116
O -0.38739 -3.35118 -1.55729
C -0.41095 -1.48899 1.40178
C -1.73967 -1.23452 1.08623
C -2.49031 -0.35863 1.85488
C -1.93058 0.26750 2.95959
C -0.60680 0.01536 3.28606
C 0.14620 -0.85083 2.50692
C 1.55642 -3.08372 1.22773
C 1.21866 -3.87626 2.32567
C 2.19408 -4.56922 3.01820
C 3.52522 -4.48688 2.62337
C 3.86346 -3.71318 1.52842
C 2.88473 -3.01355 0.82871
H 1.66361 -0.80874 -0.02033
H -2.19966 -1.73755 0.24601
H -3.52418 -0.17116 1.59260
H -2.52192 0.95072 3.55584
H -0.15631 0.49535 4.14598
H 1.17963 -1.04780 2.76719
H 0.17782 -3.94993 2.60867
H 1.91332 -5.17888 3.86825
H 4.28844 -5.02991 3.16684
H 4.89271 -3.64318 1.20173
H 3.18492 -2.42462 -0.02941
S 3.79816 -1.86648 -3.12344
C 3.18829 -0.35482 -2.66245
S 1.74249 0.08740 -3.65717
S 3.77074 0.65646 -1.47706
C -2.87486 3.03561 -3.31216
C -3.50234 1.78807 -2.71409
C -2.55472 0.95035 -1.86213
C -1.34895 0.38458 -2.62174
Ge 0.29660 1.44621 -2.54826
C 0.60240 2.00448 -0.70540
C 0.26533 3.48403 -0.52793
C 0.59860 4.03843 0.85394
C -0.19453 3.38290 1.97201
H -3.61368 3.64146 -3.83968
H -2.08232 2.78855 -4.02001
H -2.42271 3.66656 -2.54305
H -3.89982 1.15935 -3.51756
H -4.36818 2.06758 -2.10461
H -3.12274 0.12093 -1.43152
H -2.22800 1.53581 -0.99420
H -1.61888 0.17103 -3.65959
H -1.05965 -0.57264 -2.18017
H 0.21165 2.70857 -3.43523
H 1.64686 1.81426 -0.45454
H -0.01148 1.36242 -0.06764
H -0.79987 3.65192 -0.73162
H 0.80061 4.06780 -1.28268
H 0.42736 5.11980 0.85335
H 1.67002 3.90481 1.03769
H -1.27103 3.47359 1.80114
H 0.02458 3.83245 2.94162
H 0.02202 2.31796 2.04135
*
```

Output
gap between HOMO and LUMO: 0.2608 Ha
E_tot: -4554.110551 a.u.
M: 546.291 g/mol
HOMO energy: -0.1776 Eh
relative energy (zero: lowest compared OMol25 entry of this formula, charge and spin): 22.5 kJ/mol

Here are the natural (NBO) charges for atoms 1 to 5, given in e: Na 0.903; O -0.769; C 0.080; C 0.769; O -0.713

---

C6H10BNO2 | wB97M-V/def2-TZVPD

```
! RIJCOSX wB97M-V def2-TZVPD def2/J DEFGRID3
* xyz 0 1
B 1.87625 -0.48173 0.09473
C -1.88320 0.72187 -0.27245
C -1.74432 1.92285 0.37168
C 0.48654 1.87663 0.85701
C 0.38411 0.01522 0.38885
C -0.77628 -0.22845 -0.63281
C -1.11407 -1.67107 -0.69175
N -0.57387 2.51916 0.73514
O 2.22380 -1.10314 -1.08370
O 2.70497 -0.10263 1.06726
H -2.98157 0.51743 -0.45100
H -2.74707 2.45842 0.62286
H 1.49571 2.21570 1.25756
H 0.18510 -0.42045 1.35202
H -0.52245 0.10012 -1.62252
H -1.20083 -2.00189 0.36605
H -0.31352 -2.18247 -1.04705
H -2.00017 -1.94980 -1.33801
H 3.06939 -1.51698 -1.17284
H 3.43149 -0.68882 1.19901
*
```

Output
gap between HOMO and LUMO: 0.3206 Ha
E_tot: -464.719037 a.u.
M: 138.963 g/mol
HOMO energy: -0.3149 Eh
relative energy (zero: lowest compared OMol25 entry of this formula, charge and spin): 168.1 kJ/mol

Here are the natural (NBO) charges for atoms 1 to 5, given in e: B 1.095; C -0.169; C -0.062; C 0.212; C -0.593